[1]
Below is C39H51BClF4HfN2O3P2 as an isolated structure at a distorted geometry, with properties calculated with ωB97M-V/def2-TZVPD.

Geometry as ORCA input:
```
! RIJCOSX wB97M-V def2-TZVPD def2/J DEFGRID3
* xyz 1 1
Hf -0.13632 -0.59411 0.31886
C 2.99338 2.11889 -1.88604
C 3.52068 0.69359 -1.75644
C 4.73188 0.63409 -0.83304
P 2.18128 -0.53711 -1.26604
C 2.97288 -2.18501 -1.73544
C 1.87558 -3.17571 -2.12674
C 4.09768 -2.18601 -2.77274
C 1.01248 -0.11521 -2.61424
C 1.13708 -0.49031 -3.94444
C 0.13508 -0.23101 -4.86694
C 0.26758 -0.66341 -6.29184
C -1.02492 0.38779 -4.41344
C -1.13732 0.83909 -3.11414
C -0.10002 0.64579 -2.20094
N -0.12022 1.07959 -0.85814
C -0.70832 2.28779 -0.54264
C -0.94342 3.28759 -1.50334
C -1.66892 4.41819 -1.20334
C -2.16952 4.63779 0.07716
C -3.00732 5.84349 0.37696
C -1.80802 3.73889 1.06966
C -1.06692 2.59129 0.79936
P -0.42712 1.45029 2.07156
C -1.42412 1.60259 3.66436
C -1.28132 2.88719 4.48026
C -2.89582 1.28659 3.40216
C 1.19668 2.28449 2.54326
C 1.21538 3.78969 2.29546
C 2.31298 1.61819 1.74316
H 3.64078 2.68479 -2.55034
H 2.97388 2.63589 -0.93264
H 1.99458 2.13449 -2.31204
H 3.80298 0.35709 -2.76034
H 4.47998 0.98749 0.16346
H 5.52058 1.26979 -1.23254
H 5.12268 -0.37791 -0.74614
H 3.41138 -2.52461 -0.78364
H 1.41348 -2.90651 -3.07234
H 1.08198 -3.21531 -1.38274
H 2.30248 -4.17121 -2.22484
H 3.74918 -1.88081 -3.75344
H 4.48218 -3.20031 -2.86144
H 4.92538 -1.54391 -2.48644
H 2.02408 -0.99941 -4.28194
H 1.29808 -0.91261 -6.52894
H -0.06802 0.11489 -6.97424
H -0.34882 -1.54621 -6.45604
H -1.86282 0.51189 -5.08094
H -2.04852 1.32399 -2.79694
H -0.55762 3.15239 -2.50284
H -1.85072 5.14399 -1.98234
H -3.54792 6.17099 -0.50834
H -2.37582 6.66739 0.71086
H -3.72592 5.63109 1.16446
H -2.11782 3.94009 2.08196
H -1.00002 0.78459 4.26856
H -1.69352 3.74919 3.96666
H -0.24872 3.10419 4.73696
H -1.83852 2.76289 5.40676
H -3.36822 2.08469 2.83536
H -3.42222 1.17969 4.34866
H -3.00742 0.36209 2.84116
H 1.35398 2.08079 3.60866
H 1.13358 4.00019 1.23146
H 2.15688 4.20059 2.65646
H 0.40188 4.29869 2.80196
H 2.06098 1.64819 0.68156
H 2.44548 0.58149 2.04396
H 3.25048 2.15019 1.90306
O -1.41982 -1.53401 2.33716
C -2.47342 -2.28521 1.72486
C -3.22992 -1.37981 0.78716
C -4.51872 -1.71211 0.38846
C -5.19862 -0.85991 -0.46274
C -4.58652 0.32929 -0.82504
C -3.30172 0.57489 -0.38384
N -2.60372 -0.26651 0.38646
H -1.08512 -2.05321 3.08236
H -3.16452 -2.67161 2.48436
H -2.05632 -3.12551 1.14956
H -4.96362 -2.63821 0.71436
H -6.17752 -1.10931 -0.83714
H -5.08892 1.04489 -1.45514
H -2.81332 1.50099 -0.64434
Cl 2.26288 -7.32691 4.76586
C 1.91268 -5.92381 3.84376
C 1.12438 -6.03561 2.69996
C 0.84778 -4.90771 1.95956
C 1.35218 -3.66381 2.35136
C 2.14458 -3.56291 3.49746
C 2.41838 -4.68931 4.24516
C 0.97118 -2.48471 1.56526
O 1.27838 -1.29831 1.88346
O 0.23328 -2.62751 0.54926
H 0.74328 -7.00081 2.39866
H 0.23928 -4.96361 1.06936
H 2.52908 -2.59621 3.79146
H 3.03138 -4.62631 5.12946
F -2.43262 -3.50901 -1.23324
B -2.10512 -2.59461 -2.16824
F -1.11802 -1.58991 -1.27554
F -3.11012 -1.77951 -2.52034
F -1.31602 -3.01401 -3.15234
*
```

## Properties
Relative energy (zero: lowest compared OMol25 entry of this formula, charge and spin): 7.7 kcal per mole
HOMO-LUMO gap: 7.06 eV
E_LUMO: -0.100 hartree

These are the Löwdin partial charges, in e, on atoms 1 to 6: 1.633, -0.092, -0.506, -0.100, 1.108, -0.504

[2]
Below is a 2-piece molecular cluster, C31H46F3N5O4 overall at a distorted geometry, with properties calculated with ωB97M-V/def2-TZVPD.

Geometry as ORCA input:
```
! RIJCOSX wB97M-V def2-TZVPD def2/J DEFGRID3
* xyz 0 1
C -2.38660 4.43831 -1.61723
C -2.42141 2.99636 -2.16298
C -2.35884 1.97275 -0.99963
C -1.94088 0.60384 -1.53906
C -3.02691 0.13515 -2.54407
N -1.76744 -0.47941 -0.49847
C -2.09544 -0.02855 0.75913
N -3.34814 -0.14403 1.17706
C -4.40233 -0.76305 0.40739
C -4.30913 -2.07450 -0.03297
C -5.38468 -2.59643 -0.74372
N -6.49566 -1.92309 -1.04119
C -6.56350 -0.67311 -0.58771
C -5.55566 -0.03924 0.13369
C -3.68012 0.36768 2.48652
C -4.18275 1.64656 2.64131
C -4.46029 2.13234 3.91111
C -4.20217 1.28314 4.98307
C -3.70355 0.01419 4.71189
N -3.42802 -0.45254 3.49553
N -1.21998 0.53513 1.62367
C 0.16748 0.77536 1.14926
C 0.60065 0.00964 -0.11088
C -0.36806 -1.10473 -0.49100
C -0.38421 -2.18955 0.61680
C 0.63863 -3.32818 0.51828
C 2.09753 -2.91187 0.65780
C 2.41670 -2.36465 2.03543
O 3.82812 -2.20786 2.15014
C 4.20605 -0.92732 2.39936
O 5.18058 -0.64980 2.96648
C -0.14819 -1.69885 -1.88794
C 0.92243 -1.05089 -2.75108
O 2.21231 -1.33759 -2.24248
C 3.21148 -1.46276 -3.22032
C 3.68698 -0.11352 -3.77873
F 4.97713 0.08913 -3.52100
F 3.00998 0.91379 -3.25580
F 3.53901 -0.07744 -5.11318
H -2.51411 4.42602 -0.53582
H -3.22998 5.00331 -1.99748
H -1.45377 4.94992 -1.82261
H -1.61263 2.79967 -2.86138
H -3.37401 2.87192 -2.66573
H -1.64201 2.38617 -0.29249
H -3.36671 1.94457 -0.59313
H -1.04636 0.76806 -2.12861
H -2.85568 0.54619 -3.53252
H -3.99701 0.49116 -2.20107
H -3.08184 -0.94641 -2.56609
H -3.44320 -2.67383 0.18396
H -5.32389 -3.62005 -1.08550
H -7.46809 -0.12097 -0.80058
H -5.68225 0.97180 0.47710
H -4.34355 2.26967 1.77421
H -4.83880 3.12988 4.05743
H -4.37627 1.59567 5.99810
H -3.51892 -0.65456 5.54023
H -1.18747 -0.01317 2.47790
H 0.82793 0.52424 1.97205
H 0.28623 1.84434 1.01099
H 0.73491 0.73925 -0.90159
H 1.59714 -0.38108 0.05733
H -0.26355 -1.76296 1.60728
H -1.37219 -2.64976 0.60334
H 0.49522 -3.95490 -0.35491
H 0.42933 -3.98980 1.36103
H 2.43018 -2.24848 -0.13392
H 2.69930 -3.81452 0.56314
H 1.90721 -1.42280 2.24005
H 2.13058 -3.10669 2.77820
H 3.54845 -0.16403 1.95962
H 0.11604 -2.74944 -1.84414
H -1.05349 -1.66488 -2.48661
H 0.82106 -1.45065 -3.76270
H 0.79795 0.02852 -2.83764
H 4.06726 -1.92384 -2.73826
H 2.89532 -2.12003 -4.02907
C 6.74422 2.20490 -0.15270
C 8.06957 1.51551 0.26957
C 7.82064 0.85049 1.64303
O 9.06333 2.42019 0.33485
H 6.47801 2.98597 0.56466
H 6.85194 2.66170 -1.13916
H 5.90074 1.48603 -0.20545
H 8.20615 0.66374 -0.45701
H 7.56337 1.59858 2.39766
H 8.70892 0.31206 1.98066
H 6.99366 0.12890 1.58931
*
```

## Properties
HOMO-LUMO gap: 1.73 eV
E_LUMO: -0.063 hartree

These are the Löwdin partial charges, in e, on atoms 1 to 6: -0.084, -0.222, -0.167, -0.281, -0.022, 0.064

[3]
Below is C20H35AuN5 as an isolated structure at a distorted geometry, with properties calculated with ωB97M-V/def2-TZVPD.

Geometry as ORCA input:
```
! RIJCOSX wB97M-V def2-TZVPD def2/J DEFGRID3
* xyz 1 3
Au -0.09861 0.91683 -0.46546
C -0.60281 3.73333 0.61614
C 0.17289 3.28923 1.86174
N 0.49009 1.86923 1.83954
C 1.86179 1.52113 2.18414
C 2.68739 1.03713 0.97014
N 2.28609 1.65563 -0.28316
C 2.41189 3.10153 -0.39016
C 1.19159 3.70243 -1.10556
N -0.07801 3.15973 -0.62366
H -0.60541 4.83103 0.58754
H -1.63301 3.39023 0.70644
H -0.42061 3.55433 2.74484
H 1.09619 3.86363 1.92804
H -0.17621 1.33923 2.38554
H 1.87789 0.72123 2.92774
H 2.36069 2.38393 2.63894
H 2.52469 -0.03247 0.83854
H 3.74629 1.20413 1.20364
H 2.76199 1.19383 -1.04736
H 3.30889 3.39223 -0.94566
H 2.50099 3.52663 0.60644
H 1.26169 3.46693 -2.16866
H 1.22409 4.79083 -0.98936
H -0.78431 3.30973 -1.33536
C -4.98471 1.19863 -0.55406
C -3.59361 1.45353 -0.72316
N -2.47991 1.69193 -0.85236
H -5.15591 0.13323 -0.41386
H -5.52921 1.53323 -1.43616
H -5.34821 1.74123 0.31674
C 0.88269 -1.25857 -3.15986
C -0.46161 -1.93207 -2.88126
C -1.58451 -0.90517 -2.79456
C -0.37121 -2.80657 -1.65956
C -0.40311 -4.16967 -1.83966
C -0.28461 -5.06227 -0.78416
C -0.16041 -4.56557 0.50524
C -0.10911 -3.21907 0.76284
C 0.08399 -2.77887 2.18784
C 1.58189 -2.56097 2.42024
C -0.72031 -1.54077 2.57064
C -0.14371 -2.25477 -0.33396
N 0.11239 -1.02807 -0.06496
H 0.82499 -0.67457 -4.07476
H 1.66319 -2.00687 -3.27286
H 1.14739 -0.59737 -2.33316
H -0.69011 -2.59297 -3.72656
H -1.36821 -0.17707 -2.00996
H -2.53261 -1.38367 -2.56876
H -1.67771 -0.37027 -3.73536
H -0.52271 -4.56607 -2.83766
H -0.29511 -6.12557 -0.96046
H -0.09931 -5.25377 1.33614
H -0.24951 -3.59957 2.83044
H 1.94469 -1.79247 1.74414
H 2.13639 -3.47687 2.23274
H 1.76559 -2.25147 3.44504
H -0.45391 -0.72517 1.90484
H -0.50321 -1.26497 3.59994
H -1.78701 -1.73247 2.47554
*
```

## Properties
Expectation value of S²: 2.060
HOMO-LUMO gap (alpha / beta): 8.40 / 6.32 eV
E_LUMO (alpha / beta): -0.069 / -0.146 hartree

These are the Löwdin partial charges, in e, on atoms 1 to 6: 0.866, -0.202, -0.198, -0.110, -0.190, -0.210